1.
Density functional theory data (the ωB97M-V functional and the def2-TZVPD basis) for C4H10O2 in the gas phase.

Properties
maximum force: 0.427 eV/A
structure (SMILES): COC[C@@H](C)O
relative energy (zero: lowest compared OMol25 entry of this formula, charge and spin): 1.030 eV
highest occupied orbital energy: -9.769 eV
net charge: 0
Kohn-Sham gap: 10.749 eV

Each line ends with the natural charge from an NBO analysis.
Geometry (Å):
C: 2.296 -0.230 -0.135  -0.2529
O: 1.212 -1.037 -0.535  -0.5454
C: 0.026 -0.316 -0.820  -0.0898
C: -0.719 0.050 0.457  0.0672
C: -1.937 0.914 0.196  -0.6229
O: -1.150 -1.130 1.110  -0.7197
H: 3.129 -0.905 0.074  0.1965
H: 2.589 0.487 -0.918  0.1672
H: 2.076 0.333 0.782  0.1638
H: -0.602 -0.998 -1.404  0.1963
H: 0.243 0.572 -1.436  0.1681
H: -0.027 0.608 1.111  0.1514
H: -2.395 1.204 1.146  0.2226
H: -2.680 0.358 -0.385  0.2141
H: -1.665 1.823 -0.351  0.2087
H: -0.394 -1.733 1.108  0.4748

=====

2.
Density functional theory data (the ωB97M-V functional and the def2-TZVPD basis) for a molecular structure, C4H10O2PS in a non-equilibrium geometry.

Properties
maximum force: 4.232 eV/A
relative energy (zero: lowest compared OMol25 entry of this formula, charge and spin): 4.671 eV
highest occupied orbital energy: -2.834 eV
net charge: -1
Kohn-Sham gap: 6.483 eV

Each line ends with the natural charge from an NBO analysis.
Geometry (Å):
C: -0.250 2.733 0.484  -0.6060
C: 1.720 -2.046 -0.113  -0.5967
C: 0.338 1.325 0.012  -0.7648
C: 0.302 -1.518 -0.212  -0.7614
O: -3.169 -1.791 -0.768  -0.9390
O: -1.638 -0.190 1.217  -1.0863
P: -0.144 -0.164 1.035  1.1191
S: -2.844 -0.352 -0.547  0.6296
H: 0.012 3.133 1.432  0.1920
H: -0.110 3.456 -0.253  0.1879
H: -1.351 2.571 0.601  0.2159
H: 2.248 -1.010 -0.046  0.1952
H: 1.824 -2.674 0.696  0.1946
H: 2.093 -2.624 -1.086  0.1796
H: 1.422 1.240 -0.255  0.1993
H: -0.129 1.254 -0.927  0.2010
H: -0.571 -2.282 -0.071  0.2371
H: 0.247 -1.062 -1.199  0.2029

=====

3.
Density functional theory data (the ωB97M-V functional and the def2-TZVPD basis) for 2 unconnected molecules or ions with the total composition C4H10O2S in a non-equilibrium geometry.

Properties
maximum force: 4.201 eV/A
relative energy (zero: lowest compared OMol25 entry of this formula, charge and spin): 3.165 eV
highest occupied orbital energy: -9.600 eV
net charge: 0
Kohn-Sham gap: 10.163 eV

Each line ends with the natural charge from an NBO analysis.
Geometry (Å):
C: -0.127 -1.733 0.598  -0.3947
C: -0.447 -0.693 -1.659  -0.6677
C: 0.676 1.756 -0.340  -0.8173
C: 0.248 -0.819 -0.327  -0.2104
O: 1.519 0.077 1.613  -0.9791
O: -1.189 0.779 1.857  -0.9698
S: 1.678 0.212 0.152  1.2510
H: -0.961 -2.407 0.336  0.2051
H: -1.630 -0.010 1.994  0.4551
H: 0.421 -1.914 1.433  0.2245
H: 0.336 -0.408 -2.353  0.2160
H: -1.244 0.209 -1.623  0.2368
H: -0.863 -1.688 -1.989  0.2360
H: -0.368 1.782 -0.078  0.2663
H: 1.037 1.846 -1.390  0.2215
H: 1.194 2.599 0.205  0.2399
H: -0.282 0.410 1.572  0.4866

=====

4.
Density functional theory data (the ωB97M-V functional and the def2-TZVPD basis) for C4H10O2S in the gas phase in a non-equilibrium geometry.

Properties
maximum force: 5.343 eV/A
relative energy (zero: lowest compared OMol25 entry of this formula, charge and spin): 3.834 eV
highest occupied orbital energy (spin up / spin down): -4.677 / -9.287 eV
net charge: 0
2S+1: 3
Kohn-Sham gap (spin up / spin down): 5.294 / 7.831 eV
⟨S²⟩: 2.01

Each line ends with the natural charge from an NBO analysis.
Geometry (Å):
C: -2.216 -1.561 -0.427  -0.6119
C: 0.854 1.216 1.052  -0.6918
C: 1.429 -0.873 -0.508  -0.6646
C: 0.557 0.578 -0.344  0.2307
O: -2.036 1.050 0.103  -0.9958
O: 0.525 1.435 -1.372  -0.6867
S: -1.347 -0.205 0.094  1.2361
H: -2.620 -1.601 -1.448  0.2221
H: -1.567 -2.444 -0.026  0.1972
H: 0.071 1.933 1.123  0.2228
H: 0.714 0.455 1.704  0.2044
H: 1.823 1.610 1.003  0.2108
H: 0.750 -1.577 0.080  0.1835
H: 1.542 -1.094 -1.575  0.2319
H: 2.307 -0.750 0.142  0.2125
H: 0.375 2.274 -0.985  0.4791
H: -1.160 -0.445 1.384  0.0195

=====

5.
Density functional theory data (the ωB97M-V functional and the def2-TZVPD basis) for C4H10O2S2 in the gas phase in a non-equilibrium geometry.

Properties
maximum force: 19.028 eV/A
structure (SMILES): O[C@H](CS)[C@H](O)CS
relative energy (zero: lowest compared OMol25 entry of this formula, charge and spin): 4.919 eV
highest occupied orbital energy: -9.085 eV
net charge: 0
Kohn-Sham gap: 9.571 eV

Each line ends with the natural charge from an NBO analysis.
Geometry (Å):
C: 0.422 0.162 -0.483  0.0538
C: -0.058 0.363 -1.896  -0.5189
C: -0.648 -0.679 0.297  0.0495
C: -0.093 -1.305 1.577  -0.5173
H: 1.035 1.377 0.800  0.4411
H: 1.533 -0.209 -0.415  0.1807
H: -1.021 0.478 -2.060  0.2088
H: 0.306 -0.758 -2.420  0.2019
H: 2.005 1.288 -2.537  0.1311
H: -0.879 -1.415 -0.381  0.1753
H: -1.539 0.946 0.560  0.4673
H: 1.014 -1.863 1.216  0.2232
H: -0.787 -2.077 1.851  0.2210
H: -0.946 0.503 3.029  0.1457
O: 0.579 1.403 0.169  -0.7004
O: -1.755 0.124 0.560  -0.6947
S: 0.565 1.787 -2.812  -0.0036
S: 0.266 -0.125 2.946  -0.0647

=====

6.
Density functional theory data (the ωB97M-V functional and the def2-TZVPD basis) for C4H10O2S3 in the gas phase in a non-equilibrium geometry.

Properties
maximum force: 3.655 eV/A
relative energy (zero: lowest compared OMol25 entry of this formula, charge and spin): 1.180 eV
highest occupied orbital energy: -8.524 eV
net charge: 0
Kohn-Sham gap: 8.865 eV

Each line ends with the natural charge from an NBO analysis.
Geometry (Å):
C: 1.055 -2.214 -0.459  -0.7420
C: -2.148 -1.062 -0.866  -0.8353
C: 1.415 2.506 0.886  -0.8373
C: -0.024 0.093 0.691  -0.7516
O: -2.517 1.399 0.277  -0.9466
O: 1.200 1.193 -1.382  -0.9771
S: 0.142 -1.689 1.045  0.2316
S: -1.617 0.714 -0.642  1.2607
S: 1.532 0.841 0.037  1.2283
H: 0.811 -1.647 -1.302  0.2240
H: 0.721 -3.283 -0.501  0.2403
H: 2.064 -1.988 -0.208  0.2297
H: -3.150 -1.109 -1.338  0.2449
H: -2.299 -1.603 0.084  0.2437
H: -1.284 -1.453 -1.333  0.2205
H: 1.778 2.552 1.992  0.2318
H: 0.497 2.993 0.786  0.2344
H: 2.126 3.277 0.550  0.2511
H: -0.302 0.481 1.680  0.2487

=====

7.
Density functional theory data (the ωB97M-V functional and the def2-TZVPD basis) for 3 unconnected molecules or ions with the total composition C4H10O3 in a non-equilibrium geometry.

Properties
maximum force: 2.140 eV/A
structure (SMILES): C=C/C=C/O.O.O
relative energy (zero: lowest compared OMol25 entry of this formula, charge and spin): 2.514 eV
highest occupied orbital energy: -8.982 eV
net charge: 0
Kohn-Sham gap: 9.574 eV

Each line ends with the natural charge from an NBO analysis.
Geometry (Å):
C: -0.530 1.916 -1.946  -0.3851
C: 0.483 1.316 -1.295  -0.2030
C: 0.514 1.159 0.175  -0.3300
C: -0.487 0.768 0.959  0.1461
O: -0.339 1.066 2.322  -0.7022
H: -0.636 1.899 -3.019  0.2005
H: -1.447 1.980 -1.372  0.1930
H: 1.358 0.947 -1.811  0.1948
H: 1.346 1.595 0.732  0.2245
H: -1.489 0.434 0.764  0.1863
H: -0.665 0.299 2.786  0.4725
H: 0.052 -3.184 1.134  0.4880
H: 0.613 -2.311 2.353  0.4804
O: -0.125 -2.491 1.760  -0.9639
H: 0.514 -1.482 -1.920  0.4770
H: 0.538 -1.795 -0.383  0.4813
O: 0.300 -2.117 -1.239  -0.9604

=====

8.
Density functional theory data (the ωB97M-V functional and the def2-TZVPD basis) for 3 unconnected molecules or ions with the total composition C4H10O3 in a non-equilibrium geometry.

Properties
maximum force: 2.170 eV/A
structure (SMILES): C=CC(=C)O.O.O
relative energy (zero: lowest compared OMol25 entry of this formula, charge and spin): 3.654 eV
highest occupied orbital energy: -8.740 eV
net charge: 0
Kohn-Sham gap: 9.198 eV

Each line ends with the natural charge from an NBO analysis.
Geometry (Å):
C: 0.142 -4.351 -1.865  -0.5476
C: 0.458 -3.339 -1.036  0.2958
O: 1.552 -3.543 -0.205  -0.6786
C: -0.422 -2.317 -0.430  -0.2279
C: -0.494 -1.045 -0.794  -0.3687
H: 0.426 -5.338 -1.534  0.2109
H: -0.274 -4.169 -2.847  0.2157
H: 2.171 -3.925 -0.842  0.4864
H: -0.999 -2.663 0.421  0.2241
H: -0.378 -0.677 -1.809  0.2002
H: -1.167 -0.358 -0.302  0.1898
H: 2.295 6.651 1.123  0.4651
H: 2.529 5.218 1.493  0.4648
O: 2.602 5.819 0.741  -0.9298
H: -2.921 5.425 2.893  0.4699
H: -2.360 4.044 2.463  0.4702
O: -3.162 4.570 2.530  -0.9400